[1]
{
  "formula": "C4H9N",
  "method": "ωB97M-V with the def2-TZVPD basis set",
  "charge": 0,
  "smiles": "C=C(C)NC",
  "elements": ["N", "C", "C", "C", "C", "H", "H", "H", "H", "H", "H", "H", "H", "H"],
  "coordinates": [[0.30, -0.33, 0.86], [-1.39, -0.82, -0.83], [-0.45, 0.17, -0.22], [-0.39, 1.45, -0.63], [1.74, -0.25, 0.86], [0.04, -1.32, 0.88], [-2.08, -0.51, -1.61], [-2.04, -1.25, -0.05], [2.20, -0.68, 1.75], [2.04, 0.80, 1.00], [-0.84, -1.70, -1.19], [0.19, 2.12, 0.00], [-0.91, 1.83, -1.49], [2.22, -0.53, -0.08]],
  "lowdin_charge": [-0.069, -0.064, -0.446, 0.034, -0.124, 0.099, 0.075, 0.083, 0.076, 0.072, 0.079, 0.053, 0.048, 0.083]
}

[2]
{
  "formula": "C4H9N",
  "method": "ωB97M-V with the def2-TZVPD basis set",
  "charge": 0,
  "smiles": "C=CN.C=C",
  "elements": ["N", "C", "C", "C", "C", "H", "H", "H", "H", "H", "H", "H", "H", "H"],
  "coordinates": [[2.92, 2.62, -1.51], [-5.91, -2.37, 1.30], [-4.62, -2.71, 1.37], [4.21, 2.25, -0.90], [4.80, 0.99, -0.99], [-4.23, -3.84, 1.44], [5.50, 0.59, -0.18], [-6.31, -1.31, 1.22], [-3.89, -1.95, 1.47], [4.93, 3.11, -0.87], [2.16, 2.00, -1.38], [-6.52, -3.10, 1.74], [4.37, 0.43, -1.80], [2.59, 3.28, -0.92]],
  "lowdin_charge": [0.017, -0.103, -0.105, -0.254, -0.041, 0.099, 0.071, 0.074, 0.021, 0.106, 0.059, 0.014, 0.030, 0.011]
}

[3]
{
  "formula": "C4H9N",
  "method": "ωB97M-V with the def2-TZVPD basis set",
  "charge": 0,
  "smiles": "C=CN.C=C",
  "elements": ["N", "C", "C", "C", "C", "H", "H", "H", "H", "H", "H", "H", "H", "H"],
  "coordinates": [[-1.03, -3.13, -3.92], [-2.65, -4.33, -2.59], [-1.40, -3.94, -2.85], [1.77, 5.50, 4.25], [2.88, 4.77, 4.24], [-1.63, -3.08, -4.70], [-2.77, -5.03, -1.78], [-0.59, -3.98, -2.13], [0.94, 5.31, 4.94], [3.66, 4.90, 3.50], [1.39, 6.25, 3.58], [2.92, 3.87, 4.84], [-3.45, -4.12, -3.27], [-0.05, -2.99, -4.12]],
  "lowdin_charge": [0.028, -0.042, -0.309, -0.092, -0.081, 0.066, 0.035, 0.100, 0.043, 0.043, 0.042, 0.044, 0.042, 0.079]
}

[4]
{
  "formula": "C4H9N",
  "method": "ωB97M-V with the def2-TZVPD basis set",
  "charge": 0,
  "elements": ["N", "C", "C", "C", "C", "H", "H", "H", "H", "H", "H", "H", "H", "H"],
  "coordinates": [[0.90, -2.66, -1.10], [0.15, -1.47, -1.12], [0.04, 1.61, 0.57], [-0.27, 0.90, 1.85], [-0.93, 1.99, -0.28], [0.49, 0.11, 2.01], [-1.07, -1.68, -1.21], [-1.28, 0.51, 1.67], [-0.93, 1.54, -1.29], [1.18, 1.80, 0.44], [1.18, -2.82, -1.98], [-0.29, 1.61, 2.63], [0.32, -0.74, -0.29], [0.50, -0.70, -1.90]],
  "lowdin_charge": [-0.021, -0.329, -0.267, -0.114, 0.141, 0.099, 0.137, 0.089, 0.047, 0.151, -0.072, 0.058, 0.014, 0.068]
}

Result set for ΔE to the lowest compared entry with this formula, charge and spin: 0.755, 3.701, 1.725, 9.603 eV, one per record in the order listed.
Result set for maximum force: 2.234, 3.946, 1.535, 5.716 eV/A, one per record in the order listed.
Result set for HOMO-LUMO gap: 9.27, 9.57, 9.37, 3.22 eV, one per record in the order listed.